A molecular structure, C18H52B3FIO23P5 at a distorted geometry, computed with wB97M-V/def2-TZVPD.

HOMO-LUMO gap: 10.04 eV
LUMO level: 0.0 eV
Energy: -125905.907 eV
Strongest force on any atom: 5.167 eV/A

The geometry in XYZ format:
```
103
C18H52B3FIO23P5 | the OMol25 dataset | wB97M-V/def2-TZVPD
H 1.44929 -6.81458 -0.08647
O -5.67730 -2.13827 7.68135
O -3.41916 -1.94850 6.47401
O 4.17485 7.20288 -5.41875
H 6.26039 -9.10831 2.82017
H -4.09619 2.71500 -1.76838
H 5.06408 -10.17000 2.05578
P -6.25174 2.10399 0.98704
O -7.52705 1.15809 0.85377
H -6.26669 0.89190 7.27781
B -2.67836 2.55838 -6.10280
C 2.46046 -6.43678 -0.23278
H -3.44877 1.31060 2.08507
C 6.10624 4.78552 -5.49530
P 3.22221 -8.32574 1.37728
P -4.56123 -1.23996 7.35054
O 3.36978 -9.25589 0.24827
C -2.89141 -3.19213 6.92354
C 5.48346 9.57037 -6.68278
H 2.42911 -5.35191 -0.25347
H -0.91022 -4.12925 1.18680
O 4.54382 -8.16068 2.26979
H 6.29221 4.08502 -6.30474
H -3.04703 0.90508 8.64363
H -2.91376 0.07850 10.20469
O 6.11338 8.27955 -6.56589
H -4.50728 0.58636 9.62106
H -7.05969 -0.17657 6.09326
F 4.18323 2.54592 -5.52599
O -5.48655 1.02157 1.88726
H -1.07813 -1.39027 0.26987
C -8.71784 1.73214 0.27727
H 6.00993 9.01498 -3.00614
C 5.19921 -9.33395 2.74244
H -0.32976 -3.66360 2.80854
H 5.37536 10.05948 -5.71598
H -4.31419 0.82899 3.55230
P 5.63943 7.34150 -5.36540
O 6.44244 6.09498 -5.95932
C 3.11328 2.19625 -6.33550
O 6.05881 7.08677 -3.81276
H -9.22905 2.33162 1.02707
H 1.38847 3.39387 -6.79141
B -0.61173 2.56465 -5.09200
H 3.82409 -3.81368 2.21037
H 5.06003 4.71985 -5.20923
I -2.47812 -0.09101 -2.93996
C 6.67597 8.15174 -3.06636
O 3.33450 -6.83067 0.85054
C 0.80616 1.95652 -5.29788
H -0.81032 0.25314 0.87227
O 1.16797 -3.95675 1.36988
H -5.82998 3.07786 -1.73314
H 7.62415 8.44787 -3.51864
C 3.84893 -2.98511 1.50248
O 2.70787 -2.14686 1.68276
H 3.90283 -3.37298 0.48502
C 1.83422 2.92706 -5.91300
H -2.01326 -3.02418 7.54815
H -3.63508 -3.76288 7.48024
H 4.73182 -2.38078 1.69571
O -3.66960 -1.09555 8.70291
H -4.45504 2.49087 2.96198
H -3.23730 2.39581 -7.13595
H 4.82141 -9.60367 3.72930
C 1.07294 -8.61781 2.89475
O -4.96111 2.49478 0.07937
C -6.19743 0.45835 6.28162
C -4.36746 1.44709 2.65744
C -3.53192 0.19927 9.32006
B -2.33648 1.75436 -3.99305
H 6.11720 10.18259 -7.31889
H 6.73661 4.51793 -4.64668
O 0.80542 -0.99106 1.11492
H 4.50627 9.45494 -7.14637
O 2.36354 -9.12322 2.51118
H -2.59584 -3.76050 6.04405
C -5.05324 2.40942 -1.35617
O -6.63417 3.32774 1.70825
H 1.15650 -7.61684 3.32351
H 0.66505 -9.28829 3.64562
H 3.34375 2.34067 -7.39054
H -6.17910 1.25748 5.54499
H -0.10790 -5.32178 2.22450
H 6.86529 7.78378 -2.06221
C -0.35093 -0.58357 0.35271
H -9.35766 0.90861 -0.02787
O -1.23751 2.55704 -3.82828
O -1.40076 3.08952 -6.11417
O 1.66002 -2.57448 -0.62140
P 1.39317 -2.43805 0.82116
H -5.26147 1.38425 -1.66508
H -8.49272 2.34637 -0.59300
H 2.11376 3.68568 -5.18389
H -0.04100 -0.26285 -0.63873
C -0.12282 -4.27599 1.92924
O -3.27858 2.18271 -4.90246
O -4.97842 -0.30412 6.13176
H 2.96518 1.12343 -6.19157
H 2.85874 -6.80576 -1.17507
H 0.71048 1.05918 -5.91898
H 0.39778 -8.59706 2.03634
H 1.18727 1.63200 -4.32725
```

Atomic partial charges in e from the Mulliken method, atoms 1 to 99: number 1, H, carries 0.306; number 2, O, carries -0.673; number 3, O, carries -0.296; number 4, O, carries -0.649; number 5, H, carries 0.236; number 6, H, carries 0.046; number 7, H, carries 0.337; number 8, P, carries 0.972; number 9, O, carries -0.259; number 10, H, carries 0.305; number 11, B, carries 0.586; number 12, C, carries -0.482; number 13, H, carries 0.170; number 14, C, carries -0.531; number 15, P, carries 0.873; number 16, P, carries 0.786; number 17, O, carries -0.684; number 18, C, carries -0.679; number 19, C, carries -0.617; number 20, H, carries 0.082; number 21, H, carries 0.350; number 22, O, carries -0.319; number 23, H, carries 0.245; number 24, H, carries 0.324; number 25, H, carries 0.240; number 26, O, carries -0.275; number 27, H, carries 0.319; number 28, H, carries 0.297; number 29, F, carries -0.312; number 30, O, carries -0.310; number 31, H, carries 0.283; number 32, C, carries -0.640; number 33, H, carries 0.314; number 34, C, carries -0.695; number 35, H, carries 0.403; number 36, H, carries 0.294; number 37, H, carries 0.158; number 38, P, carries 0.986; number 39, O, carries -0.360; number 40, C, carries -0.378; number 41, O, carries -0.249; number 42, H, carries 0.277; number 43, H, carries 0.363; number 44, B, carries 0.190; number 45, H, carries 0.234; number 46, H, carries 0.213; number 47, I, carries -0.039; number 48, C, carries -0.725; number 49, O, carries -0.105; number 50, C, carries -0.673; number 51, H, carries 0.228; number 52, O, carries 0.074; number 53, H, carries 0.360; number 54, H, carries 0.336; number 55, C, carries -0.588; number 56, O, carries -0.395; number 57, H, carries 0.297; number 58, C, carries -0.442; number 59, H, carries 0.256; number 60, H, carries 0.339; number 61, H, carries 0.275; number 62, O, carries -0.266; number 63, H, carries 0.362; number 64, H, carries -0.112; number 65, H, carries 0.241; number 66, C, carries -0.696; number 67, O, carries -0.242; number 68, C, carries -0.667; number 69, C, carries -0.538; number 70, C, carries -0.707; number 71, B, carries 0.515; number 72, H, carries 0.237; number 73, H, carries 0.271; number 74, O, carries -0.300; number 75, H, carries 0.277; number 76, O, carries -0.268; number 77, H, carries 0.199; number 78, C, carries -0.564; number 79, O, carries -0.699; number 80, H, carries 0.293; number 81, H, carries 0.279; number 82, H, carries 0.270; number 83, H, carries 0.240; number 84, H, carries 0.098; number 85, H, carries 0.241; number 86, C, carries -0.639; number 87, H, carries 0.242; number 88, O, carries -0.209; number 89, O, carries -0.521; number 90, O, carries -0.647; number 91, P, carries 0.798; number 92, H, carries 0.332; number 93, H, carries 0.302; number 94, H, carries 0.308; number 95, H, carries 0.306; number 96, C, carries -0.797; number 97, O, carries -0.506; number 98, O, carries -0.013; number 99, H, carries 0.313